The following is a quantum chemistry calculation of C5H9NS in the gas phase, from OMol25.

```
16
Properties=species:S:1:pos:R:3:forces:R:3
S 2.215615 -0.900958 -0.594994 -0.725 1.506 -0.947
N -2.062002 -0.336186 -0.615919 -0.540 0.908 -1.975
C 2.024754 0.872157 0.081255 1.100 -3.221 2.044
C 1.033556 -0.204221 0.606225 4.037 -0.011 0.658
C -0.334976 0.144254 0.501686 -1.975 1.751 0.001
C -1.350956 -0.955241 0.494711 1.325 -1.722 -1.466
C -0.895446 0.556551 -0.891849 0.539 1.403 1.190
H -0.196802 0.122075 -1.627411 -0.370 0.568 -0.175
H -0.641460 -1.754972 0.071668 -1.699 -0.243 1.113
H -0.424106 0.875185 1.326121 -0.633 0.070 -0.509
H -1.959616 -1.156915 1.369994 0.204 -0.473 0.029
H -1.013715 1.719706 -0.962145 -0.283 -2.255 -0.455
H -2.274454 -0.904248 -1.467893 0.104 0.345 1.443
H 1.252005 -0.835987 1.497891 0.036 1.378 -0.074
H 1.716235 1.715366 -0.506519 -0.423 -0.186 -0.482
H 2.911364 1.043430 0.717178 -0.698 0.183 -0.397
```
Positions in Å, forces in eV/Å.

As for the structure (SMILES): C1NCC1[C@@H]1CS1. The calculation puts the energy above the lowest of the compared OMol25 structures with the same formula, charge and spin at 269.1 kJ/mol. As for the highest occupied orbital energy: -8.805 eV. For the total energy, the calculation gives -17653.4047 eV.